(1)
Computed, not measured: C10H19HgNSi as an isolated structure at a distorted geometry, with ωB97M-V with the def2-TZVPD basis set.

Geometry as XYZ:
```
32
Properties=species:S:1:pos:R:3:forces:R:3
H -0.349 -2.778 3.360 0.1309 0.4151 -0.2095
C -1.993 -0.225 0.955 -3.0282 0.2274 -0.0395
C 0.825 -2.963 0.569 0.3117 -0.9201 -0.4273
C -1.100 2.379 -2.520 0.9678 0.3472 -0.0467
H 1.891 0.674 1.743 0.3034 -0.6334 -0.0289
H -0.254 0.675 0.463 0.1007 -0.5619 -0.2136
H 2.044 1.773 -3.531 -0.0512 -0.1633 0.1064
H -0.447 0.748 -3.924 -0.0089 0.2902 0.0609
H 1.015 -2.812 -0.514 -0.0067 -0.1316 0.6869
C 1.051 3.096 -2.026 -0.4553 -0.2493 -0.6919
H -2.175 -0.989 1.748 -0.3150 0.6161 0.0565
Hg 1.912 -0.872 -2.153 -0.0513 0.2003 -0.2238
C -0.330 3.324 -1.763 0.0335 -0.8094 -0.3382
C 0.131 -1.791 3.215 -0.2790 -0.2236 0.8443
C -2.955 -0.458 -0.151 -0.2783 -0.9647 -0.1563
Si 0.565 -1.344 1.446 -1.8071 1.2364 -1.0453
H -3.149 0.369 -0.824 -0.1667 -0.1554 -0.1057
C 2.149 -0.382 1.513 0.2946 0.3834 0.1793
N -0.596 -0.249 0.732 3.3199 -0.1037 0.2695
H 1.911 3.578 -1.551 -0.3590 0.0093 -0.2405
H 1.714 -3.436 1.034 -0.1209 0.0860 -0.3069
C -0.193 1.594 -3.286 0.2245 0.7584 0.2738
H 2.718 -0.832 2.342 0.2729 0.3289 -0.2351
H -3.571 -1.366 -0.169 0.2326 0.2856 -0.1698
H -0.741 4.056 -1.072 0.0710 -0.1369 -0.0021
H 2.722 -0.405 0.578 -0.0232 -0.0181 0.2967
C 1.130 2.075 -3.028 -0.5291 0.1448 0.6966
H 1.064 -1.808 3.799 -0.1658 0.0063 0.0113
H -0.536 -1.028 3.655 0.2712 -0.2651 -0.1486
H -2.285 0.822 1.232 0.6760 -0.4715 0.9409
H -2.186 2.290 -2.520 0.3294 -0.0887 0.1303
H 0.016 -3.715 0.651 0.1056 0.5615 0.0764
```
Positions in Å, forces in eV/Å.

Its relative energy (zero: lowest compared OMol25 entry of this formula, charge and spin) is 0.0 kJ/mol. The calculation puts the energy at -889.97194 a.u. The total charge is -2.

***

(2)
Computed, not measured: C15H64BNO28 as an isolated structure at a distorted geometry, with ωB97M-V with the def2-TZVPD basis set.

Geometry as XYZ:
```
109
Properties=species:S:1:pos:R:3:forces:R:3
C -1.197 4.112 1.434 -2.0771 0.8298 0.2191
H 0.723 6.613 -1.478 0.3085 0.5534 -0.3364
H -1.080 3.577 2.386 0.2663 0.7815 0.0730
H -0.503 1.244 -1.165 1.4012 -1.1249 0.3685
H 5.557 2.826 -0.034 1.0013 -0.0976 1.0485
C -1.545 -5.106 2.484 0.2410 4.6296 6.6197
H 2.492 0.664 -4.539 1.5476 -1.2142 -0.8031
O -5.295 0.550 2.121 0.5522 2.0124 0.7978
H 4.122 -0.472 -1.888 -1.4690 0.4458 1.4073
H 2.778 2.719 3.329 2.9950 5.0524 -2.0736
H -3.162 -3.224 -3.392 0.7106 -3.7786 0.1058
H 2.123 2.526 -3.506 1.9443 2.9082 1.5592
O -1.421 -4.449 3.538 -0.4508 -1.8586 -2.0570
O -4.390 -8.330 -0.476 0.2372 1.2770 0.1037
O -3.311 0.815 -2.752 -2.5279 -0.1238 0.7977
H 2.909 3.948 -3.649 -0.2114 -0.1675 -0.2577
O -1.010 -5.526 0.433 -0.2884 -2.0698 -6.1560
C 1.993 -0.097 -1.142 -0.9426 -4.3339 0.7985
H -1.860 2.293 -3.158 0.5353 -0.5127 0.2021
O 2.412 4.955 0.777 1.0890 -2.3100 -3.2388
C -0.606 -4.971 1.422 7.5993 2.6139 4.1423
C -0.804 -1.182 1.377 0.0351 -1.5960 4.8682
O 0.553 -4.543 1.628 -2.1437 -0.1054 -1.6128
H -4.805 -1.094 4.903 2.7579 0.4958 -1.7128
O -1.997 -1.782 -4.114 4.3885 1.6317 -2.1179
H -1.934 -3.214 -0.578 0.0290 0.6413 0.1487
O 2.207 -3.398 3.278 1.7438 0.7715 1.4657
H -1.199 8.604 1.168 0.5136 -0.7860 -0.5818
H -0.014 1.895 1.756 0.3640 -1.8499 -0.4861
H 0.438 2.167 4.157 0.2485 0.1192 -1.3399
H -2.961 -0.799 0.949 1.9053 -2.5677 0.7817
H -1.450 3.565 -3.723 0.9545 -0.1804 0.1845
O 4.180 -2.361 -3.827 1.3564 1.5700 -3.8655
C -0.827 0.754 -0.221 3.7144 0.0260 0.3594
H -4.960 0.502 1.220 -0.0353 0.1818 0.0712
C -0.701 1.769 0.903 0.0704 1.0302 -0.0439
O -2.521 -5.796 2.108 -2.1786 -1.6413 0.2228
O 4.537 0.894 2.330 0.5954 -1.7521 0.5244
H -1.150 -1.312 -4.613 -2.9764 -2.2474 1.8984
H -0.808 5.123 1.417 0.8056 -0.0770 0.2650
H -0.554 -1.137 -1.907 -0.0621 -0.1486 0.9071
H 0.152 -2.342 -0.796 0.5700 -0.6246 -0.5515
H -1.666 1.623 1.302 -1.1203 0.5456 1.4968
H -3.865 0.717 -3.621 0.8324 0.3430 3.0041
H 3.213 5.010 0.158 -1.6790 0.3386 1.8976
H -2.581 -1.048 -4.177 -1.1688 0.9327 0.2103
H -2.105 -4.394 -3.449 1.1271 0.0607 -0.2115
H 0.688 5.394 -0.613 0.6002 -0.5696 0.5057
H -5.031 1.467 2.481 -0.5260 -2.2396 -0.9077
H -0.576 7.358 0.359 -0.5086 -0.8769 -0.2647
H -0.136 -2.161 1.682 -1.2642 2.7399 -0.4303
O -3.896 -0.905 4.432 -2.2860 -0.3533 2.1360
H 0.176 3.511 -0.186 1.6275 0.0619 0.2742
H -1.029 -0.439 2.323 1.6724 -1.5533 -2.5675
C -1.913 -2.120 -0.388 0.6659 -2.5961 -2.6186
H 2.386 5.605 1.431 0.5253 1.9200 1.3046
H 2.714 -4.066 3.822 -1.5924 0.7343 -1.7040
H -0.236 2.167 5.404 -1.5889 0.6503 -1.9034
H 3.992 -1.343 -4.031 0.1907 -3.2154 0.5613
H 2.712 -3.082 -2.812 1.3890 0.1279 -0.4201
H -2.319 4.392 1.435 1.4197 -1.1877 -0.4676
H -2.665 -1.744 -0.996 -1.5509 0.5366 -1.2617
H 1.559 -1.644 0.370 -0.2278 1.1824 0.2472
O -4.676 5.781 1.727 5.4866 2.5597 1.8947
C -2.133 -1.744 1.002 -3.1198 1.6653 1.6367
H 3.665 1.087 2.655 -0.9257 0.5068 0.2036
H 1.607 -3.679 2.571 0.2145 -1.2895 0.6763
O -2.618 -7.366 0.291 5.3782 1.0243 3.1937
H 4.676 0.023 2.774 0.3178 0.8653 -0.6931
O -1.025 2.760 -3.359 -1.4596 0.5090 -0.3320
C -0.557 -1.548 -0.876 -2.1063 -3.0151 -1.8655
C -0.673 3.192 0.356 -3.7019 -1.3307 -2.8550
O 6.068 2.643 0.800 -2.2479 -1.0517 -0.8048
H -4.021 -1.110 3.509 -0.4638 -0.0678 -0.3778
O 6.666 -2.617 0.143 -7.2898 -3.6575 0.4313
C 3.492 -0.425 -0.899 1.7508 3.4751 -2.8988
O 3.033 -0.106 -4.891 2.4968 2.2243 -0.8494
O -5.029 -5.609 -1.244 0.0970 -1.2656 -0.9866
H -2.509 -2.599 1.712 0.6628 1.9297 -1.2895
H 5.821 -2.457 0.762 3.2863 -0.3820 -2.0659
C -3.715 -7.327 -0.268 -4.2068 -6.7111 -2.9809
H -5.185 5.232 1.259 -3.4429 -3.2880 -2.8116
O 1.954 -3.439 -2.377 -1.9194 0.0325 0.3546
H -1.780 0.603 -0.570 -2.8681 -0.6967 0.3130
H 5.472 1.926 1.202 1.3364 1.2599 -0.3280
H 4.602 -2.714 -4.754 -1.6715 1.2676 3.5455
O -3.338 -5.193 -0.035 3.8541 1.9257 1.8890
O -0.453 8.252 0.644 0.0422 1.7385 0.8107
O 0.124 6.055 -0.996 -0.8828 0.0354 -0.1091
H -1.336 3.000 -0.612 0.3832 1.4710 1.7758
H 3.989 0.242 -5.263 -3.9356 -0.6573 1.4291
H 1.616 -0.673 -2.071 0.5369 0.2221 1.7343
H -3.743 5.535 1.400 -2.1370 0.8156 0.8972
B -2.319 -5.969 0.699 -2.9130 -1.6232 -1.4296
H 2.401 2.020 4.510 0.4103 -0.2589 2.8835
C 1.224 -0.575 0.241 3.3876 -0.2250 -1.8296
O -0.459 2.379 4.425 1.0891 -0.7631 3.1266
H 7.297 -2.042 0.345 3.9808 4.0394 1.6611
O 2.323 2.019 3.597 -3.3072 -4.6078 -0.7404
H 3.976 -1.226 -0.432 -0.9235 -2.1349 1.0964
C -4.037 -6.026 -0.691 -5.6011 3.8835 -1.5489
H 2.186 -3.998 -1.640 0.5023 -0.1665 0.0912
H 3.970 0.406 -0.344 -0.3407 -0.0192 -0.2965
O 2.730 3.243 -3.019 -1.8305 -2.6025 -1.1992
N -0.230 -0.661 0.136 1.1011 5.7119 1.0085
O -3.033 -4.270 -3.341 -1.7762 3.3199 0.1605
H -3.907 0.803 -1.860 1.6012 -0.0578 -3.8818
H 1.690 0.871 -1.407 0.5403 1.8969 0.1956
H 1.658 0.058 1.054 -1.0402 -0.4926 -0.4213
```
Positions in Å, forces in eV/Å.

Its relative energy (zero: lowest compared OMol25 entry of this formula, charge and spin) is 197.5 kJ/mol. The calculation puts the energy at -2796.06492 a.u.

***

(3)
Computed, not measured: one molecule with the formula C6H8N2O at a distorted geometry, with ωB97M-V with the def2-TZVPD basis set.

Geometry as XYZ:
```
17
Properties=species:S:1:pos:R:3:forces:R:3
C 0.078 1.247 0.094 -0.5332 -0.9311 -0.2449
H -1.901 -0.741 2.078 0.0622 -0.0288 0.0533
N 0.694 2.159 0.537 0.2095 0.3459 0.2062
N 1.593 -1.066 -0.490 -0.0886 0.1990 -0.0401
H 1.656 -0.866 1.573 -0.0290 0.0019 -0.0121
O -1.144 -0.529 -0.686 0.3572 -0.0345 0.9411
H -1.166 0.912 2.517 0.0145 0.0117 -0.0487
H 0.494 -2.087 1.044 0.1027 -0.0058 0.0045
C -1.114 -0.008 1.952 -0.6220 -0.0119 0.5172
H 1.054 -1.500 -1.225 0.0224 -0.0056 0.0540
C 0.941 -1.115 0.784 -0.2385 -0.2361 0.1742
H -1.442 0.899 -3.045 -0.0001 0.0223 0.0044
H -0.444 2.305 -2.322 0.0062 -0.0374 0.0453
C -0.736 0.640 -1.083 0.3208 0.7861 -0.1779
C -0.885 1.326 -2.221 -0.0489 -0.2633 0.1588
C -0.216 -0.160 0.959 0.5506 0.2066 -1.6688
H 2.539 -1.414 -0.467 -0.0858 -0.0191 0.0336
```
Positions in Å, forces in eV/Å.

Its relative energy (zero: lowest compared OMol25 entry of this formula, charge and spin) is 575.2 kJ/mol. The calculation puts the energy at -417.96422 a.u.

***

(4)
Computed, not measured: one molecule with the formula C4H5NO at a distorted geometry, with ωB97M-V with the def2-TZVPD basis set.

Geometry as XYZ:
```
11
Properties=species:S:1:pos:R:3:forces:R:3
O -1.755 -0.421 -0.058 -0.1476 -0.1624 -0.0231
C -0.498 -0.157 0.530 0.1857 0.0328 0.1246
H -0.899 1.179 -1.181 -0.0532 -0.0833 0.1513
H 0.437 -1.049 -1.174 0.0483 0.0516 0.1430
C -1.222 0.893 -0.180 0.0388 0.2869 -0.0629
H -1.745 1.665 0.383 0.0731 -0.1400 -0.0723
H 0.898 -1.804 0.358 -0.0189 0.1513 -0.0793
C 1.885 -0.001 -0.076 0.7987 0.5998 0.0423
C 0.687 -0.845 -0.127 -0.0527 -0.0594 -0.0329
H -0.494 -0.148 1.621 0.0117 0.0140 -0.1717
N 2.807 0.696 -0.038 -0.8840 -0.6913 -0.0190
```
Positions in Å, forces in eV/Å.

Its relative energy (zero: lowest compared OMol25 entry of this formula, charge and spin) is 151.1 kJ/mol. The calculation puts the energy at -285.35704 a.u.